1.
The following is a quantum chemistry calculation of a cluster of 6 separate species, C32H72INO20P2S in total, from the OMol25 dataset.

- HOMO: -8.32 eV
- Structure (SMILES): C#C[C@@]1(P(N)O)[C@@H](OCCOCC)S(=O)(=O)O[C@@](O)(P(C)O)[C@]1(I)COO.COCCOC.COCCOC.COCCOC.COCCOC.COCCOC
- LUMO level: -0.19 eV
- Largest force on an atom: 5.5 eV/A
- Gap between HOMO and LUMO: 8.13 eV
- Multiplicity: 1

Each line ends with the Mulliken charge.
Positions of all 129 atoms, in Å:
C  -3.7942  -3.2457  -3.6198  0.528
C  -4.0828  -2.1712  -3.1023  -2.140
C  -4.1907  -0.7199  -2.4207  2.540
P  -4.2185  -1.0067  -0.5458  -0.183
N  -3.8659  0.4558  0.3427  -0.481
O  -2.9051  -2.0604  -0.2202  -0.451
C  -2.8651  0.0784  -2.8135  -1.118
O  -1.8047  -0.7674  -3.2755  -0.376
C  -0.6045  -0.5207  -2.5245  -0.366
C  0.0579  0.8962  -2.7762  -0.256
O  1.4349  0.8516  -2.3206  -0.339
C  1.8785  2.1456  -1.9100  -0.243
C  3.4707  2.0688  -1.7089  -0.849
S  -3.0985  1.5261  -3.9539  1.675
O  -2.4550  2.7378  -3.4198  -0.706
O  -2.4538  1.1765  -5.2278  -0.726
O  -4.6890  1.8865  -4.2089  -0.421
C  -5.5381  1.5305  -3.0626  0.826
O  -5.0060  2.1069  -1.8503  -0.517
P  -7.1560  2.4663  -3.4318  -0.194
C  -7.5269  3.4735  -1.8523  -0.957
O  -8.5131  1.4626  -3.6008  -0.458
C  -5.5738  -0.0432  -3.0022  -1.257
I  -5.8475  -0.6979  -5.0725  0.367
C  -6.7441  -0.7334  -2.1948  -0.797
O  -7.2283  0.0379  -1.0771  0.202
O  -8.2526  -0.6660  -0.5054  -0.578
H  -3.3185  -4.1428  -4.0851  0.573
H  -4.7240  0.7682  0.8006  0.255
H  -3.1285  0.2500  1.0274  0.238
H  -2.9529  -2.2898  0.7320  0.352
H  -2.4659  0.5266  -1.8455  0.482
H  0.1743  -1.2925  -2.8129  0.464
H  -0.7348  -0.6513  -1.4014  0.115
H  -0.4555  1.6580  -2.1040  0.315
H  0.0085  1.1698  -3.8666  0.193
H  1.7075  2.9607  -2.6723  0.247
H  1.4545  2.4898  -0.9203  0.284
H  4.0066  2.5806  -2.5663  0.283
H  3.7361  2.5759  -0.7297  0.251
H  3.7946  0.9939  -1.7184  0.228
H  -4.6927  3.0026  -2.1068  0.435
H  -7.3388  2.8936  -0.9087  0.159
H  -6.7771  4.3283  -1.8672  0.351
H  -8.5560  3.9235  -1.9284  0.412
H  -9.1893  1.7620  -2.9619  0.290
H  -7.6282  -0.8357  -2.9068  0.641
H  -6.5251  -1.8091  -1.8997  0.384
H  -9.1078  -0.4691  -0.9487  0.305
C  -1.5140  -4.3245  -6.9620  -0.493
O  -1.5384  -5.7022  -6.6129  -0.380
C  -2.7907  -6.3142  -6.9073  -0.383
C  -2.7112  -7.1542  -8.1724  -0.654
O  -2.5325  -6.3378  -9.3252  -0.371
C  -1.1948  -6.3552  -9.7989  -0.727
H  -0.4840  -3.9740  -6.8869  0.247
H  -1.8656  -4.1613  -7.9835  0.300
H  -2.1290  -3.7567  -6.2567  0.123
H  -3.5851  -5.5647  -6.9852  0.327
H  -3.0290  -6.9709  -6.0642  0.395
H  -3.6603  -7.6840  -8.3024  0.378
H  -1.9155  -7.9021  -8.0948  0.341
H  -0.9735  -7.3246  -10.2586  0.327
H  -0.4793  -6.1541  -8.9979  0.321
H  -1.0929  -5.5788  -10.5578  0.245
C  -11.2527  2.2935  4.1821  -0.724
O  -11.7551  1.2907  3.3114  -0.382
C  -12.6029  1.8253  2.2999  -0.555
C  -11.8812  1.9125  0.9644  -0.333
O  -10.8482  2.8929  0.9967  -0.419
C  -9.5575  2.3151  1.1172  -0.372
H  -10.4750  1.8453  4.8018  0.248
H  -10.8183  3.1298  3.6287  0.312
H  -12.0531  2.6566  4.8345  0.331
H  -12.9981  2.8024  2.5950  0.332
H  -13.4482  1.1375  2.1982  0.379
H  -12.5965  2.2299  0.1988  0.400
H  -11.4844  0.9348  0.6710  0.182
H  -9.2788  1.8258  0.1776  -0.048
H  -9.5110  1.5954  1.9379  0.333
H  -8.8425  3.1140  1.3181  0.333
C  8.4319  3.0173  1.5704  -0.613
O  8.6928  1.6753  1.9542  -0.377
C  7.5034  0.9675  2.2941  0.029
C  7.0786  0.0330  1.1725  -0.779
O  6.6416  0.7609  0.0292  -0.256
C  7.6164  0.7834  -1.0016  -0.819
H  9.3480  3.4333  1.1488  0.259
H  7.6432  3.0765  0.8163  0.254
H  8.1509  3.6086  2.4478  0.224
H  6.6961  1.6597  2.5547  0.316
H  7.7332  0.3692  3.1826  0.145
H  6.2255  -0.5616  1.5154  0.331
H  7.8877  -0.6573  0.9116  0.368
H  7.6926  -0.2059  -1.4659  0.318
H  8.5952  1.0918  -0.6261  0.349
H  7.2941  1.4992  -1.7587  0.242
C  9.7945  -0.9599  5.4313  -0.788
O  8.6710  -1.6681  4.9276  -0.337
C  9.0104  -2.5173  3.8360  -0.243
C  9.0964  -3.9721  4.2697  -0.768
O  10.2077  -4.1899  5.1332  -0.366
C  9.8219  -4.3021  6.4942  -0.661
H  9.5031  -0.4831  6.3680  0.244
H  10.6385  -1.6256  5.6280  0.403
H  10.0923  -0.1819  4.7208  0.309
H  9.9438  -2.1942  3.3643  0.396
H  8.2080  -2.4177  3.0975  0.240
H  9.2567  -4.5938  3.3832  0.397
H  8.1633  -4.2941  4.7432  0.358
H  9.3069  -5.2548  6.6596  0.329
H  9.1768  -3.4753  6.8015  0.259
H  10.7244  -4.2836  7.1061  0.240
C  7.7318  2.0731  6.3486  -0.603
O  7.3062  2.9279  7.3990  -0.432
C  7.2515  4.2933  6.9972  -0.465
C  5.8202  4.7341  6.7347  -0.490
O  5.2842  4.0913  5.5818  -0.345
C  4.3954  3.0363  5.9141  -0.757
H  7.5703  1.0410  6.6627  0.186
H  7.1666  2.2489  5.4297  0.277
H  8.8006  2.2180  6.1606  0.362
H  7.8817  4.4697  6.1197  0.270
H  7.6552  4.8841  7.8254  0.397
H  5.8158  5.8094  6.5298  0.361
H  5.1897  4.5555  7.6117  0.336
H  3.4609  3.4461  6.3127  0.324
H  4.8367  2.3490  6.6399  0.332
H  4.1711  2.4809  5.0026  0.244


2.
The following is a quantum chemistry calculation of a structure of composition C12H20F3N6O5PdS2, from the OMol25 dataset.

- HOMO: -11.82 eV
- LUMO level: -2.82 eV
- Largest force on an atom: 0.3 eV/A
- Charge: +1
- Gap between HOMO and LUMO: 9.00 eV
- Multiplicity: 1

Each line ends with the Mulliken charge.
Positions of all 49 atoms, in Å:
Pd  1.1819  -0.9041  -0.3394  0.799
F  3.7413  -1.5324  1.9697  -0.203
C  3.2534  -0.6212  2.7979  0.585
F  2.9876  -1.1814  3.9710  -0.201
F  4.1429  0.3513  2.9626  -0.205
S  1.7037  0.0879  2.1036  1.523
O  1.2780  1.0847  3.0318  -0.636
O  2.1137  0.5973  0.7613  -0.680
O  0.8214  -1.0613  1.8690  -0.751
C  -2.2005  3.2648  -0.7422  -0.815
C  -1.3352  1.9862  -0.6399  -0.428
N  -0.5867  1.9971  0.6076  0.228
C  -1.4868  2.2398  1.7277  -0.528
C  -2.0040  3.6974  1.6745  -0.680
N  -1.6823  4.2197  0.2993  0.000
C  -0.1922  4.3771  0.1453  -0.792
C  0.4415  3.0302  0.5619  -0.553
H  -3.2492  3.0872  -0.5079  0.301
H  -2.1336  3.7596  -1.7095  0.379
H  -0.6263  1.9206  -1.4658  0.281
H  -1.9717  1.1023  -0.6803  0.457
H  -0.9563  2.0646  2.6612  0.230
H  -2.3157  1.5351  1.6665  0.492
H  -1.4980  4.3494  2.3846  0.358
H  -3.0797  3.7830  1.8178  0.347
H  -2.1286  5.1247  0.1716  0.311
H  0.1215  5.2121  0.7690  0.352
H  -0.0128  4.6284  -0.8992  0.314
H  0.9002  3.0990  1.5465  0.469
H  1.2197  2.7428  -0.1420  0.331
O  3.8559  0.2202  -2.0217  -0.456
S  2.5997  0.4723  -2.6948  0.242
N  1.3181  -0.0128  -2.0992  -0.611
C  0.4633  -6.0215  0.0615  -0.875
N  0.0419  -4.8603  -0.7220  0.135
C  -0.8751  -4.9457  -1.7091  0.104
C  -1.2434  -3.8685  -2.4344  -1.131
C  -0.6279  -2.6189  -2.1298  0.973
N  0.2715  -2.5339  -1.1514  -0.250
C  0.6564  -3.6488  -0.4157  0.242
O  1.4866  -3.5735  0.4619  -0.544
N  -0.9584  -1.5196  -2.8116  -0.254
H  -0.1283  -6.8789  -0.2472  0.290
H  0.3112  -5.8236  1.1194  0.313
H  1.5201  -6.2168  -0.1050  0.313
H  -1.2903  -5.9288  -1.8832  0.352
H  -1.9691  -3.9470  -3.2278  0.357
H  -1.5454  -1.6200  -3.6205  0.255
H  -0.3341  -0.7158  -2.7435  0.262


3.
The following is a quantum chemistry calculation of a structure of composition CH4NO, from the OMol25 dataset.

- HOMO: -2.11 eV
- LUMO level: 5.21 eV
- Largest force on an atom: 2.4 eV/A
- Charge: -1
- Gap between HOMO and LUMO: 7.32 eV
- Multiplicity: 1

Each line ends with the Mulliken charge.
Positions of all 7 atoms, in Å:
C  0.3145  1.1754  -0.4980  -0.691
N  0.6904  0.0810  0.1440  -0.240
O  1.9407  0.0247  0.6641  -0.681
H  -0.7334  1.1100  -0.8109  0.287
H  -1.8542  -2.4921  0.4367  0.093
H  1.0196  2.0102  -0.7271  0.334
H  -1.3777  -1.9091  0.7912  -0.102


4.
The following is a quantum chemistry calculation of an isolated molecule of C20H27N5O5S, from the OMol25 dataset.

- HOMO: -8.35 eV
- Structure (SMILES): Cc1ccc(S(=O)(=O)N2CCCO[C@@H]2CNC(=O)C(=O)NCCCn2ccnc2)cc1
- LUMO level: 0.54 eV
- Largest force on an atom: 0.9 eV/A
- Gap between HOMO and LUMO: 8.89 eV
- Multiplicity: 1

Each line ends with the Mulliken charge.
Positions of all 58 atoms, in Å:
C  2.8114  0.7779  5.1447  -1.528
C  2.1632  0.4480  3.8365  1.165
C  1.1401  1.2533  3.3427  -0.901
C  0.5440  0.9725  2.1273  -0.312
C  0.9759  -0.1207  1.4022  0.077
C  1.9899  -0.9331  1.8684  -0.864
C  2.5819  -0.6456  3.0859  -1.027
H  3.3792  -1.2738  3.4554  0.343
H  2.3160  -1.7670  1.2663  0.573
S  0.1886  -0.5173  -0.1460  1.159
O  1.1674  -0.9825  -1.0875  -0.843
O  -0.6502  0.5824  -0.5266  -0.502
N  -0.7885  -1.7978  0.2063  0.732
C  -0.4074  -3.1600  -0.0825  -0.942
H  0.5680  -3.1102  -0.5651  0.407
H  -1.1175  -3.5929  -0.7970  0.357
C  -0.3796  -3.9697  1.2137  -0.398
H  -0.2269  -5.0269  1.0010  0.424
H  0.4272  -3.6115  1.8557  0.181
C  -1.7130  -3.7609  1.9315  -0.451
H  -2.5312  -4.1931  1.3410  0.251
O  -1.9527  -2.3826  2.1728  -0.534
C  -1.9558  -1.5915  1.0145  -0.171
C  -3.2431  -1.7451  0.1583  -0.968
N  -3.3098  -0.6686  -0.7904  -0.062
C  -2.5537  -0.6457  -1.9042  0.237
O  -2.0454  -1.6101  -2.4471  -0.659
C  -2.4130  0.7796  -2.4373  0.562
O  -3.0437  1.7057  -1.9620  -0.703
N  -1.5296  0.8650  -3.4369  -0.032
H  -1.0782  0.0034  -3.7137  0.324
C  -1.0279  2.1291  -3.9168  -0.731
H  -1.5878  2.4348  -4.8106  0.295
C  0.4584  2.0624  -4.2636  -1.183
H  0.7818  3.0471  -4.6065  0.372
H  0.5935  1.3637  -5.0930  0.430
C  1.3573  1.5875  -3.1236  0.146
N  1.4354  2.4869  -1.9977  0.324
C  1.0232  3.7663  -1.8561  -0.109
N  1.3022  4.2487  -0.6748  -0.761
C  1.9243  3.2435  -0.0087  -0.787
C  2.0191  2.1444  -0.8120  -0.665
H  2.4366  1.1720  -0.6515  0.993
H  2.2672  3.3735  0.9987  0.514
H  0.5369  4.3300  -2.6258  0.455
H  1.0139  0.6199  -2.7436  -0.004
H  2.3728  1.4475  -3.5188  0.343
H  -1.2255  2.8577  -3.1257  0.436
H  -3.5506  0.2603  -0.4578  0.312
H  -3.2154  -2.6808  -0.4033  0.384
H  -4.1169  -1.7250  0.8119  0.335
H  -1.9145  -0.5545  1.3716  0.559
H  -1.7097  -4.2205  2.9219  0.419
H  -0.2330  1.5972  1.7167  0.553
H  0.8141  2.1093  3.9143  0.429
H  3.4442  -0.0368  5.4861  0.369
H  3.4274  1.6703  5.0379  0.302
H  2.0593  0.9841  5.9033  0.373


5.
The following is a quantum chemistry calculation of an isolated molecule of C2H7N5S, from the OMol25 dataset.

- HOMO: -9.27 eV
- Structure (SMILES): [H]/N=C\N(S)/C(=N/[H])NN
- LUMO level: 0.40 eV
- Largest force on an atom: 1.7 eV/A
- Gap between HOMO and LUMO: 9.67 eV
- Multiplicity: 1

Each line ends with the Mulliken charge.
Positions of all 15 atoms, in Å:
C  0.2299  -0.2633  0.0054  0.363
C  -2.2320  -0.4647  -0.1053  0.027
H  3.2450  0.4280  0.5829  0.230
H  2.8849  0.3295  -1.0800  0.204
H  1.1113  1.5677  -0.2885  0.238
H  1.3520  -1.7096  0.1020  0.323
H  -1.4724  2.2018  1.2287  0.169
H  -3.1372  0.1654  -0.1349  0.357
H  -1.4330  -2.1608  0.0346  0.419
N  2.5501  0.1120  -0.1378  -0.578
N  1.2711  0.6676  0.1191  -0.081
N  0.3653  -1.5111  -0.0399  -0.623
N  -1.0637  0.3438  -0.1135  -0.095
N  -2.3685  -1.7187  -0.0469  -0.700
S  -1.3028  2.0125  -0.1260  -0.252


6.
The following is a quantum chemistry calculation of the ion C4H6NO with charge +1, from the OMol25 dataset.

- HOMO: -15.54 eV
- Structure (SMILES): C=C[N+](C)=C=O
- LUMO level: -4.47 eV
- Largest force on an atom: 2.1 eV/A
- Charge: +1
- Gap between HOMO and LUMO: 11.07 eV
- Multiplicity: 1

Each line ends with the Mulliken charge.
Positions of all 12 atoms, in Å:
C  0.2141  0.9539  0.3642  -0.059
C  -1.2124  -0.4941  -0.0069  0.665
C  -0.6890  1.7289  -0.2146  -0.730
C  1.0727  -1.4435  -0.0648  -0.777
N  0.0426  -0.4357  0.0748  0.144
O  -2.3314  -0.6722  0.0314  -0.186
H  0.9414  1.2277  1.1118  0.360
H  -0.7467  2.7798  0.0323  0.279
H  -1.3084  1.4269  -1.0432  0.276
H  1.6632  -1.2411  -0.9607  0.350
H  0.6308  -2.4357  -0.1328  0.351
H  1.7231  -1.3948  0.8086  0.328